Record 1
91
Properties=species:S:1:pos:R:3:forces:R:3 method="wB97M-V/def2-TZVPD" mol_weight_g_mol=909.961 lumo_ev="-6.68 / -8.14" energy_ev=-126019.915 orbital_gap_ev="6.278 / 4.812" spin_multiplicity=2 charge=+2
Sn -0.693 -0.151 -1.255 -0.20 0.09 0.42
C 3.963 2.334 0.745 0.08 -0.06 -0.03
C 4.862 1.445 -0.077 -0.02 -0.02 -0.02
C 6.245 1.587 0.022 0.03 -0.01 -0.02
C 7.108 0.765 -0.688 -0.02 -0.01 -0.01
C 6.608 -0.226 -1.524 0.02 0.04 0.03
C 5.237 -0.388 -1.644 0.00 0.03 0.04
C 4.382 0.446 -0.927 -0.11 0.14 0.15
Sb 2.314 0.101 -1.254 -0.03 -0.09 -0.45
C 2.147 0.828 -3.276 0.08 -0.10 -0.02
C 2.791 2.072 -3.353 0.03 -0.12 -0.11
C 2.748 2.832 -4.507 -0.04 0.03 -0.03
C 2.048 2.357 -5.609 0.00 0.03 0.00
C 1.404 1.135 -5.538 -0.04 -0.02 0.05
C 1.422 0.352 -4.378 0.07 0.09 0.02
C 0.684 -0.965 -4.443 0.12 0.18 -0.11
C 2.287 -2.035 -1.145 0.07 0.05 0.00
C 2.405 -2.880 -2.251 0.01 0.03 0.16
C 2.386 -4.257 -2.092 -0.04 -0.03 0.04
C 2.252 -4.798 -0.821 0.01 0.06 0.01
C 2.187 -3.962 0.286 0.01 -0.02 0.02
C 2.216 -2.576 0.152 -0.02 0.02 0.00
C 2.248 -1.706 1.390 -0.09 -0.06 -0.15
H 4.452 3.282 0.972 -0.01 -0.03 -0.02
H 3.719 1.859 1.700 0.00 0.02 -0.03
H 3.026 2.559 0.232 -0.02 0.01 -0.01
H 6.649 2.358 0.668 0.00 -0.03 -0.02
H 8.178 0.900 -0.590 -0.05 -0.01 -0.01
H 7.279 -0.867 -2.080 -0.02 0.02 0.02
H 4.844 -1.162 -2.294 0.02 0.04 0.03
H 3.368 2.442 -2.510 -0.02 0.00 -0.03
H 3.260 3.785 -4.550 -0.01 -0.04 0.00
H 2.000 2.940 -6.520 0.03 -0.04 0.04
H 0.867 0.763 -6.406 0.02 0.03 0.05
H -0.292 -0.836 -4.910 -0.04 0.02 0.00
H 0.542 -1.423 -3.471 0.01 -0.14 0.20
H 1.232 -1.684 -5.055 0.01 -0.03 0.00
H 2.558 -2.474 -3.238 -0.06 0.09 -0.11
H 2.480 -4.902 -2.957 0.02 0.01 0.04
H 2.228 -5.872 -0.687 0.01 0.03 0.00
H 2.134 -4.390 1.281 0.00 0.01 -0.05
H 2.335 -2.316 2.289 -0.01 -0.01 -0.01
H 1.336 -1.109 1.497 0.13 -0.10 -0.03
H 3.107 -1.028 1.372 0.01 -0.01 0.01
O -2.563 0.762 -1.834 0.14 -0.05 0.15
S -3.683 1.637 -2.455 0.07 0.20 -0.20
C -4.720 2.165 -1.079 -0.01 0.12 0.06
C -6.148 1.973 -1.573 0.03 -0.09 -0.12
C -6.184 0.593 -2.238 0.01 0.08 0.03
C -4.919 0.471 -3.099 -0.11 -0.07 0.04
H -4.464 3.192 -0.821 0.02 -0.03 0.00
H -4.465 1.506 -0.248 -0.02 -0.03 0.03
H -6.407 2.751 -2.295 -0.01 -0.01 0.03
H -6.852 2.048 -0.747 0.01 0.02 0.02
H -7.076 0.478 -2.851 0.02 -0.06 -0.01
H -6.201 -0.192 -1.481 0.04 0.03 0.01
H -5.088 0.741 -4.141 0.02 0.05 0.01
H -4.446 -0.510 -3.065 0.00 -0.01 -0.04
C 0.559 1.635 2.115 0.26 0.10 -0.35
Ge -1.014 0.664 1.544 -0.22 -0.24 0.59
C -2.604 1.642 1.966 -0.15 0.12 -0.32
C -3.781 0.934 2.236 0.01 0.08 0.08
C -4.902 1.607 2.699 -0.01 0.02 -0.02
C -4.855 2.985 2.887 -0.01 -0.02 -0.05
C -3.691 3.696 2.612 -0.01 -0.02 -0.05
C -2.569 3.029 2.140 -0.15 -0.08 -0.02
C -1.191 -1.161 2.192 0.02 -0.26 -0.31
C -1.321 -2.232 1.340 0.02 -0.05 0.40
C -1.403 -3.559 1.813 -0.01 0.04 0.00
C -1.332 -3.792 3.155 0.02 -0.02 0.05
C -1.200 -2.722 4.077 -0.01 -0.01 0.01
C -1.125 -2.966 5.472 0.02 -0.06 -0.01
C -1.033 -1.935 6.359 -0.01 0.07 0.03
C -1.028 -0.600 5.897 0.00 -0.03 0.04
C -1.084 -0.334 4.560 -0.03 -0.11 -0.15
C -1.154 -1.385 3.605 0.03 0.01 0.04
H 0.454 1.799 3.189 0.02 0.01 -0.05
H 0.624 2.598 1.609 0.04 0.00 0.06
H 1.466 1.067 1.917 -0.04 0.07 0.06
H -3.806 -0.145 2.121 0.00 0.03 0.00
H -5.808 1.058 2.928 0.05 0.03 0.00
H -5.731 3.508 3.251 0.05 -0.02 0.01
H -3.658 4.766 2.770 -0.01 -0.01 -0.01
H -1.667 3.590 1.921 0.00 0.00 0.04
H -1.368 -2.095 0.268 -0.05 -0.03 -0.19
H -1.518 -4.380 1.116 0.02 0.06 0.01
H -1.390 -4.805 3.536 0.03 0.06 0.00
H -1.140 -3.992 5.821 -0.02 0.04 -0.02
H -0.973 -2.134 7.422 -0.01 0.01 -0.04
H -0.988 0.214 6.610 0.01 -0.04 -0.03
H -1.105 0.696 4.224 -0.02 0.00 0.08

Record 2
99
Properties=species:S:1:pos:R:3:forces:R:3 method="wB97M-V/def2-TZVPD" mol_weight_g_mol=974.162 lumo_ev=-2.07 energy_ev=-89984.247 orbital_gap_ev=7.959 charge=+1 e_above_lowest_kj_mol=0.0
Pb -2.642 0.168 -0.525 0.21 -0.45 -0.03
O -3.231 -1.265 1.903 1.72 -1.03 0.87
C -4.339 -2.150 2.148 0.51 -1.34 -0.14
C -5.115 -2.213 0.832 -0.03 -0.20 -0.13
N -5.100 -0.891 0.152 -0.25 0.21 0.69
C -5.827 -0.990 -1.124 0.64 0.64 -0.52
C -5.047 -0.328 -2.314 -1.21 -0.40 -0.20
O -5.773 0.357 -3.092 2.10 -0.77 0.96
O -3.783 -0.599 -2.379 -1.21 0.94 -0.11
C -5.568 0.240 1.057 -0.66 -0.46 -0.93
C -5.182 1.605 0.418 -1.73 -0.63 0.28
O -6.109 2.332 -0.008 1.29 -0.52 0.27
O -3.936 1.834 0.339 0.25 0.17 -0.36
H -2.390 -1.628 2.293 -1.34 0.45 -0.42
H -4.913 -1.766 2.999 -0.05 -0.07 -0.29
H -4.036 -3.225 2.407 -0.14 1.58 -0.27
H -6.141 -2.639 1.031 0.72 0.65 -0.27
H -4.615 -2.903 0.109 -0.27 0.38 0.69
H -6.719 -0.389 -1.053 -0.74 -0.30 -0.04
H -6.020 -2.050 -1.408 -0.01 0.83 0.29
H -5.085 0.098 2.025 -0.01 0.33 -0.25
H -6.669 0.238 1.188 0.50 -0.17 -0.11
C 4.239 -0.941 7.308 0.18 0.66 -1.13
C 3.581 -0.878 5.929 0.31 -0.47 -0.34
C 2.417 -0.110 5.715 0.92 -0.98 -0.10
C 1.729 -0.158 4.524 0.74 -0.12 -0.52
C 2.278 -0.919 3.484 -0.44 -0.29 0.94
C 3.388 -1.718 3.672 0.75 0.38 -0.49
C 4.109 -1.648 4.867 -0.80 0.30 0.50
S 1.332 -1.139 2.008 -0.09 0.60 -0.97
O 2.162 -1.901 1.048 0.01 -0.48 0.05
C 1.346 0.580 1.429 0.17 0.03 -1.14
C 0.396 1.416 2.003 -0.26 0.92 0.63
C 0.362 2.772 1.785 0.22 0.33 -0.17
C 1.164 3.338 0.757 0.64 -1.44 0.02
C 1.181 4.724 0.489 -0.75 0.61 0.41
C 1.828 5.216 -0.598 0.84 0.23 0.01
C 2.608 4.342 -1.398 0.19 -0.19 -0.60
C 2.721 3.006 -1.139 -0.85 -0.16 1.13
C 1.993 2.426 -0.016 -0.26 1.59 -0.20
C 2.101 1.060 0.362 0.06 -0.23 0.05
C 3.015 0.248 -0.500 -0.03 -0.77 -0.70
C 4.406 0.181 -0.198 0.51 -0.15 0.39
C 4.944 0.835 0.952 1.17 -1.01 -1.12
C 6.297 0.785 1.193 -0.27 1.34 0.99
C 7.182 0.147 0.335 -0.47 -1.71 -0.92
C 6.681 -0.613 -0.716 0.72 0.24 0.11
C 5.303 -0.599 -1.019 -0.90 0.95 0.57
C 4.742 -1.241 -2.138 0.16 -0.18 -1.16
C 3.430 -1.064 -2.494 -0.07 -0.84 0.37
C 2.545 -0.371 -1.663 -0.03 0.98 1.81
S 0.745 -0.308 -1.897 1.11 -0.65 -0.42
O 0.452 0.676 -2.975 -0.50 0.23 -0.16
C 0.562 -1.972 -2.583 0.24 -0.43 0.31
C 1.016 -3.080 -1.834 -0.40 0.69 -0.12
C 0.655 -4.364 -2.209 0.35 -0.17 -0.61
C 0.006 -4.616 -3.427 -1.68 1.55 -0.59
C -0.503 -5.954 -3.894 1.01 -0.92 1.17
C -0.447 -3.483 -4.155 0.27 0.06 -0.01
C -0.155 -2.168 -3.749 -0.45 -0.45 -0.39
H 4.752 0.013 7.522 -0.23 -0.35 0.08
H 4.991 -1.718 7.240 0.12 -0.12 0.43
H 3.522 -1.154 8.098 0.01 -0.03 -0.02
H 2.109 0.472 6.540 -0.67 0.63 0.65
H 0.825 0.399 4.341 -0.07 0.15 0.29
H 3.723 -2.314 2.823 0.02 0.06 0.27
H 5.039 -2.219 4.978 -0.49 0.20 0.08
H -0.307 1.011 2.699 -0.26 -0.26 0.49
H -0.238 3.434 2.429 0.06 -0.43 -0.54
H 0.635 5.386 1.187 0.29 -0.39 -0.56
H 1.898 6.287 -0.803 -0.30 -0.35 0.10
H 3.150 4.729 -2.266 -0.21 0.03 0.37
H 3.345 2.390 -1.765 0.04 -0.13 -0.02
H 4.330 1.336 1.637 -0.94 0.68 0.72
H 6.720 1.333 2.061 -0.45 -0.48 -0.59
H 8.223 0.101 0.587 0.37 0.14 -0.11
H 7.349 -1.211 -1.359 -0.35 0.41 0.40
H 5.391 -1.836 -2.799 -0.29 0.25 0.39
H 2.979 -1.623 -3.293 0.25 -0.01 -0.52
H 1.635 -2.916 -0.953 -0.32 -0.04 0.01
H 0.911 -5.176 -1.544 0.17 -0.19 -0.09
H -0.793 -6.546 -3.012 0.02 0.08 -0.26
H 0.265 -6.559 -4.403 -0.16 0.34 0.07
H -1.362 -5.889 -4.532 -0.35 0.26 -0.38
H -1.104 -3.580 -5.048 0.75 -0.23 0.69
H -0.532 -1.345 -4.369 0.23 -0.16 0.53
N -5.407 3.010 -2.534 -0.96 1.48 0.84
C -4.197 3.918 -2.776 -0.80 -1.38 -0.69
C -3.000 3.397 -2.046 -0.04 -0.15 0.87
N -2.543 2.041 -2.371 1.13 0.36 0.08
H -6.231 3.471 -2.962 0.49 -0.50 0.31
H -5.652 2.895 -1.481 0.25 0.25 -0.63
H -5.412 2.024 -2.880 0.40 0.01 -0.42
H -4.375 4.908 -2.377 -0.55 0.12 0.03
H -4.129 3.979 -3.875 0.41 0.02 0.44
H -3.253 3.360 -0.976 0.01 0.43 -0.30
H -2.234 4.146 -2.171 0.56 0.05 -0.10
H -1.555 2.066 -2.665 -0.34 -0.24 0.11
H -3.039 1.638 -3.140 -0.38 -0.43 -0.58

Record 3
93
Properties=species:S:1:pos:R:3:forces:R:3 method="wB97M-V/def2-TZVPD" mol_weight_g_mol=874.666 lumo_ev="-7.32 / -8.25" energy_ev=-81624.011 orbital_gap_ev="5.033 / 4.068" spin_multiplicity=3 charge=+2
W 0.333 0.251 -1.979 0.58 0.59 6.82
C -0.571 -0.740 2.372 -0.58 -0.34 -0.96
C -1.626 -0.945 1.568 1.00 -0.31 -0.86
C -2.560 0.073 0.965 -0.97 0.05 0.11
C -2.134 1.314 0.098 -0.12 -0.11 0.27
C -0.678 1.578 -0.303 -0.46 0.15 1.56
C 0.310 1.757 0.693 -1.65 0.42 -1.45
C 0.084 1.826 2.135 1.06 -0.35 1.07
C -0.268 0.570 3.018 0.37 -0.19 0.38
C 1.914 -0.722 -1.045 -0.25 -0.20 -0.43
H 0.123 -1.570 2.578 -0.61 0.30 0.17
H -1.860 -1.954 1.189 0.49 0.33 0.39
H -3.207 0.461 1.777 0.12 -0.17 -0.41
H -3.201 -0.525 0.292 0.06 0.42 0.57
H -2.720 1.252 -0.834 0.24 0.09 0.30
H -2.513 2.227 0.600 0.28 -0.29 -0.16
H -0.723 2.456 -0.980 0.96 -0.51 -0.51
H 1.287 2.049 0.321 0.23 0.14 0.09
H -0.731 2.529 2.373 0.27 0.11 -0.64
H 1.041 2.197 2.552 -0.75 0.17 -0.03
H 0.591 0.404 3.677 -0.42 0.29 -0.51
H -1.092 0.874 3.694 0.39 -0.26 -0.42
H 2.316 -1.568 -1.611 0.18 -0.08 0.54
H 1.182 -1.070 -0.275 0.30 -0.30 0.17
H 2.690 -0.107 -0.577 0.03 -0.17 -0.15
P -0.934 -1.382 -2.856 -2.00 -1.70 -3.80
P 1.570 1.411 -3.387 -0.24 1.39 -3.15
C -1.247 0.365 -3.412 -0.57 -1.10 -0.54
C -0.297 1.446 -3.634 1.00 0.23 0.06
C -0.600 -2.411 -4.332 0.96 0.14 0.32
C -1.495 -2.297 -5.403 0.03 -0.40 0.12
C -1.418 -3.227 -6.440 0.38 0.06 0.16
C -0.405 -4.200 -6.417 -0.01 0.04 0.08
C 0.523 -4.266 -5.371 0.03 0.24 -0.08
C 0.449 -3.345 -4.326 -0.68 0.10 -0.05
C -2.444 -2.329 -2.277 -0.67 0.86 0.54
C -3.638 -1.639 -2.007 0.01 -0.20 0.10
C -4.742 -2.331 -1.501 -0.03 -0.14 -0.08
C -4.674 -3.705 -1.259 0.08 0.18 -0.07
C -3.526 -4.414 -1.592 0.15 0.38 -0.15
C -2.429 -3.732 -2.110 0.84 0.44 -0.15
C 2.440 1.029 -4.890 0.72 -0.50 -0.56
C 2.127 -0.161 -5.572 -0.22 0.12 -0.02
C 2.524 -0.327 -6.897 0.08 0.01 -0.05
C 3.295 0.654 -7.535 -0.14 0.11 0.50
C 3.720 1.767 -6.799 0.08 -0.05 -0.01
C 3.308 1.959 -5.481 -0.50 -0.16 0.18
C 2.117 2.971 -2.584 -0.64 0.18 0.89
C 3.228 3.006 -1.692 -0.58 -0.31 -0.33
C 3.528 4.180 -0.989 -0.28 -0.20 -0.25
C 2.755 5.335 -1.165 -0.26 -0.35 -0.34
C 1.574 5.245 -1.912 -0.31 -0.08 -0.03
C 1.232 4.068 -2.585 0.35 -0.02 0.28
H -2.311 0.586 -3.459 0.16 0.32 0.23
H -0.716 2.446 -3.668 -0.17 -0.16 0.04
H -2.258 -1.513 -5.393 0.17 -0.34 -0.06
H -2.139 -3.190 -7.260 0.32 -0.01 0.23
H -0.326 -4.912 -7.238 -0.09 0.14 0.23
H 1.312 -5.019 -5.359 -0.26 0.19 -0.15
H 1.153 -3.349 -3.488 -0.18 -0.19 -0.32
H -3.730 -0.572 -2.218 0.05 -0.24 0.20
H -5.683 -1.817 -1.306 0.30 0.02 -0.05
H -5.516 -4.239 -0.828 0.03 0.18 -0.12
H -3.487 -5.493 -1.462 0.06 0.24 -0.04
H -1.538 -4.286 -2.398 -0.12 0.03 0.11
H 1.534 -0.934 -5.074 0.10 0.27 -0.29
H 2.226 -1.221 -7.453 0.11 0.29 0.29
H 3.557 0.552 -8.592 0.00 0.01 0.46
H 4.374 2.503 -7.253 -0.09 -0.08 -0.01
H 3.594 2.826 -4.889 0.09 0.00 -0.40
H 3.777 2.073 -1.504 0.06 0.57 -0.20
H 4.322 4.177 -0.251 0.14 0.01 -0.27
H 3.041 6.283 -0.706 -0.16 -0.41 0.04
H 0.846 6.065 -1.929 0.51 -0.18 -0.05
H 0.236 3.977 -3.024 0.50 0.29 -0.19
C -0.417 0.373 12.135 -0.04 0.07 0.07
C -0.140 0.171 10.674 0.15 -0.22 -0.47
C -0.043 -1.137 10.172 0.07 -0.01 -0.29
C 0.235 -1.375 8.823 0.09 0.46 0.17
C 0.438 -0.277 7.979 -0.21 -0.44 0.01
C 0.312 1.033 8.449 0.12 -0.44 -0.01
C 0.031 1.250 9.793 -0.01 -0.30 0.15
S 0.876 -0.552 6.258 -2.24 1.29 5.19
O 2.319 -0.722 6.305 0.52 -0.25 -1.66
O 0.118 -1.730 5.860 0.79 0.23 -1.29
O 0.422 0.724 5.696 0.95 -0.78 -1.11
H -1.312 -0.185 12.434 0.16 0.16 0.00
H 0.419 0.008 12.745 -0.16 0.09 -0.12
H -0.566 1.433 12.350 -0.02 -0.13 0.10
H -0.179 -1.980 10.858 0.01 0.30 -0.30
H 0.298 -2.387 8.422 -0.01 0.23 0.21
H 0.437 1.858 7.759 0.00 -0.01 0.19
H -0.046 2.270 10.164 -0.02 -0.22 -0.05